The following is a DFT calculation (the ωB97M-V functional and the def2-TZVPD basis) of 10 unconnected molecules or ions with the total composition C26H68N7O21P3.

Properties
Highest occupied orbital energy: -8.77 eV
Max |F|: 4.81 eV/A

XYZ file:
```
125
Properties=species:S:1:pos:R:3:forces:R:3
C -5.068086 1.673072 -0.649388 -0.171 -0.984 -2.501
N -4.951132 2.162266 -2.131668 0.438 -0.316 1.386
O -4.430490 3.240130 -2.311186 -0.183 0.216 -0.056
O -5.285628 1.394859 -3.002621 -0.351 -0.152 -0.205
H -6.066736 1.902773 -0.299239 -0.110 -0.129 -0.043
H -4.330750 2.233222 -0.149410 0.799 0.403 0.898
H -4.846321 0.585616 -0.768476 -0.301 0.940 0.665
C -0.528790 -3.605041 2.504108 1.299 0.300 1.493
N 0.721667 -3.162102 1.713891 -2.613 -0.085 1.154
O 1.301016 -3.994278 1.078496 0.862 -0.811 -0.604
O 1.002127 -1.997136 1.778638 0.491 0.848 0.070
H -0.789465 -4.588306 2.167275 -0.272 -0.218 -0.369
H -1.334679 -2.869292 2.482085 0.415 -0.111 -0.617
H -0.191249 -3.679421 3.572822 -0.048 0.064 -0.969
C -4.555662 -5.119644 2.712370 -1.315 0.723 -0.483
O -5.081302 -3.916816 2.028515 -1.091 -1.901 1.105
P -4.232310 -2.705172 1.563511 0.539 0.688 -1.029
O -2.984617 -3.207237 0.955943 -0.129 0.512 -0.161
O -4.055404 -1.772893 2.797766 -0.413 0.200 0.686
C -4.303915 -0.331196 2.961947 0.961 -0.730 -1.203
O -5.245448 -1.880760 0.616810 0.414 -0.224 0.877
C -5.629467 -2.486685 -0.621829 0.572 1.521 -0.087
H -3.731459 -5.533163 2.146673 0.295 0.120 0.067
H -5.378248 -5.861008 2.757550 0.371 0.596 -0.292
H -4.336023 -4.849332 3.739641 0.440 0.034 0.010
H -3.443735 0.110772 2.442260 -0.551 0.531 0.496
H -4.383028 -0.108736 4.010550 0.326 -0.153 0.391
H -5.237058 -0.065359 2.498417 -0.309 0.052 -0.372
H -6.317187 -3.251769 -0.455204 -0.779 -1.683 0.332
H -4.727044 -2.754607 -1.117130 0.530 -0.774 -0.639
H -6.146549 -1.775647 -1.253004 0.033 0.604 0.154
C 6.706236 2.193893 0.384522 -1.395 0.754 0.794
O 6.136068 1.133081 1.149111 -0.073 -0.200 0.027
P 5.828820 -0.324907 0.592299 -2.453 1.881 -0.405
O 4.940099 -0.439407 -0.583397 0.356 0.319 0.135
O 7.207354 -0.917833 0.422195 2.500 -0.749 0.050
C 7.468851 -2.252644 0.080788 0.900 -0.977 -1.635
O 5.260638 -0.981962 1.871061 -1.269 -0.457 0.798
C 3.869818 -1.448158 1.845348 0.437 -0.633 1.690
H 6.351932 3.174423 0.773761 0.166 -0.781 0.188
H 6.304854 2.147977 -0.596899 0.162 -0.134 -1.219
H 7.760672 2.162367 0.466685 1.081 -0.112 -0.280
H 8.534019 -2.315929 -0.107398 0.144 0.160 -0.337
H 6.927977 -2.618127 -0.801316 0.025 0.648 -0.061
H 7.313796 -3.022063 0.796414 -0.667 -0.013 1.528
H 3.943218 -2.503157 1.536317 -0.542 0.428 0.266
H 3.229235 -0.890869 1.193528 0.010 0.350 -0.537
H 3.462633 -1.314925 2.890260 0.598 -0.394 -1.125
C 4.299391 2.196679 3.502583 -0.987 1.397 -1.272
O 2.868575 2.004824 3.555113 -0.591 0.414 -0.164
P 1.847282 3.085148 2.933249 0.179 -0.181 0.783
O 1.585484 4.320446 3.694045 0.690 -0.237 -0.739
O 2.427898 3.217199 1.432247 -0.596 0.101 0.261
C 2.033496 4.324686 0.595928 -0.803 -0.027 -0.823
O 0.503328 2.263089 2.900098 0.153 -0.355 -1.492
C 0.548320 0.935040 2.320786 0.273 -1.489 1.313
H 4.535671 3.101313 4.090028 0.299 -0.622 -0.175
H 4.514053 2.329712 2.433599 0.398 0.261 0.444
H 4.793849 1.297570 3.790612 0.157 -0.513 0.663
H 2.922038 4.728246 0.135465 0.379 0.042 -0.012
H 1.576716 5.095033 1.202408 -0.108 0.214 0.155
H 1.317384 4.077141 -0.257338 0.872 -0.291 1.375
H 1.041235 0.349812 3.130992 -0.240 -0.086 -1.074
H 0.988729 0.733978 1.326767 0.624 1.071 0.571
H -0.443913 0.546696 2.156848 -0.609 0.359 0.500
C -0.906677 2.389580 -0.196153 -0.674 -2.165 -0.276
C -1.661551 1.005469 -0.231418 0.975 0.494 -2.188
O -2.208122 0.440557 0.699166 0.016 0.380 0.283
N -1.697335 0.534472 -1.526330 -3.334 -2.530 2.375
C -2.429671 -0.768305 -1.833007 -0.728 1.416 -0.631
H -0.612812 2.585648 0.790196 0.756 0.247 1.323
H -1.686289 3.065059 -0.384543 -1.144 1.279 -0.509
H -0.128253 2.511363 -0.954737 -0.231 -0.319 0.294
H -1.035357 0.899798 -2.119272 1.683 0.787 -1.864
H -1.845610 -1.498174 -2.428067 -0.136 0.679 0.506
H -3.466803 -0.613223 -2.306211 1.653 0.296 -0.003
H -2.745790 -1.195914 -0.904856 0.525 -0.423 0.850
C -2.743567 5.600814 2.130108 -0.096 -1.217 -0.348
C -3.045876 4.376513 3.013137 0.418 0.692 -0.833
O -3.723473 3.444490 2.608318 -0.210 -0.055 -0.011
N -2.481781 4.368357 4.232024 0.498 -0.052 1.175
C -1.609380 5.452461 4.808996 -0.894 -1.555 -0.419
H -3.328571 5.489843 1.217006 0.079 0.001 0.071
H -1.683975 5.631624 1.866065 -0.013 -0.034 0.099
H -3.003172 6.525301 2.594565 -0.164 0.664 0.485
H -2.759445 3.522586 4.760007 0.659 1.020 -0.238
H -1.272052 5.161077 5.792661 -0.225 -0.121 0.274
H -2.168674 6.358394 4.845725 -0.438 0.739 0.288
H -0.714167 5.631248 4.248463 0.442 -0.234 -0.645
C -2.301026 -1.539794 -5.303469 -0.396 -2.212 -1.087
C -0.853335 -1.356701 -5.491421 2.015 0.674 -0.538
O -0.069354 -2.252106 -5.762753 -0.291 0.156 0.125
N -0.381652 -0.064961 -5.323145 -0.302 1.406 -0.420
C 1.031143 0.295801 -5.225106 0.644 -0.043 1.082
H -2.827554 -0.663620 -5.507394 -0.973 1.589 -0.067
H -2.452336 -1.859674 -4.283712 -0.252 -0.207 0.112
H -2.685460 -2.321335 -6.031007 0.585 0.731 1.048
H -0.997220 0.765483 -5.285255 0.265 -1.366 0.044
H 1.129206 1.341357 -4.844850 -0.499 -0.860 -0.741
H 1.742262 0.157382 -6.063542 -1.021 -0.160 -0.137
H 1.426365 -0.306217 -4.394806 0.224 -0.048 -0.319
C -0.988470 -4.737549 -1.333395 2.024 -0.403 1.017
C -0.057714 -4.024776 -2.274764 -0.442 -0.997 -0.106
O -0.426592 -3.173746 -3.044207 -0.652 1.016 -0.500
N 1.219022 -4.484654 -2.294476 -1.818 1.582 -3.242
C 2.171487 -3.825464 -3.165460 1.439 -1.191 1.259
H -1.970801 -4.373288 -1.349354 -1.367 0.276 -0.460
H -0.622574 -4.485057 -0.333195 -0.083 -0.226 0.101
H -0.862998 -5.824706 -1.438202 -0.399 0.329 -0.072
H 1.557502 -4.853542 -1.497362 1.282 -1.657 3.045
H 2.842131 -3.351397 -2.426657 0.401 0.246 -1.086
H 1.746255 -3.150551 -3.860882 -0.797 0.832 -0.225
H 2.677377 -4.586446 -3.780839 0.204 0.267 0.396
C 3.097904 1.990942 -3.049795 0.348 -0.349 1.422
C 1.924363 1.195225 -2.476600 1.747 -0.443 1.875
O 0.770107 1.494948 -2.650726 -1.608 1.072 -0.982
N 2.210243 0.151022 -1.677948 -0.197 -1.109 0.453
C 1.144872 -0.745394 -1.194081 0.345 -0.251 0.676
H 3.033121 1.772979 -4.107420 0.616 0.215 -0.325
H 4.104185 1.738564 -2.561884 -1.474 0.085 -0.962
H 2.882944 3.049331 -2.857982 0.051 -0.210 -0.283
H 3.131818 -0.036772 -1.330638 0.649 0.071 -0.208
H 1.508795 -1.686976 -0.715377 0.472 0.804 -0.663
H 0.529123 -1.047942 -2.031704 -0.343 0.099 -0.004
H 0.556475 -0.294883 -0.379259 -0.034 0.066 -0.635
```
Positions in Å, forces in eV/Å.